1.
This record from the OMol25 dataset describes a molecular structure, C10H10BrFRu. The level of theory is ωB97M-V/def2-TZVPD.

Geometry as ORCA input:
```
! RIJCOSX wB97M-V def2-TZVPD def2/J DEFGRID3
* xyz -1 6
C 1.698 0.807 0.395
C 0.999 1.794 1.102
C 0.723 1.308 2.469
H 0.843 2.805 0.776
C 1.086 -0.178 2.437
C 1.721 -0.385 1.147
H 2.205 -1.322 0.832
H 2.124 0.934 -0.611
H 0.788 1.901 3.366
H 1.288 -0.799 3.306
Ru -0.994 0.411 2.254
Br -2.301 1.828 0.832
C -1.931 -1.007 -1.541
C -0.787 -1.854 -1.459
C 0.269 -1.226 -2.157
H -0.713 -2.803 -0.922
C -0.222 0.018 -2.671
C -1.587 0.132 -2.320
H -2.237 0.960 -2.564
H -2.905 -1.209 -1.098
H 1.313 -1.586 -2.198
H 0.361 0.744 -3.250
F -1.742 -1.273 1.877
*
```

Output
<S²>: 8.82
orbital gap (spin up / spin down): 0.237 / 0.199 Ha
LUMO level (spin up / spin down): 0.13326 / 0.05699 Ha

2.
This record from the OMol25 dataset describes a molecular structure, C13H26OP2STl. The level of theory is ωB97M-V/def2-TZVPD.

Geometry as ORCA input:
```
! RIJCOSX wB97M-V def2-TZVPD def2/J DEFGRID3
* xyz 1 1
Tl 1.982 -2.050 -1.590
H 0.965 2.308 0.777
H 1.118 1.970 1.436
P 1.379 1.156 -2.470
P 2.170 -1.440 1.400
C 1.284 -3.015 1.733
H 1.747 -3.523 2.594
H 0.235 -2.798 1.965
H 1.318 -3.685 0.865
C 3.887 -2.106 1.489
H 4.590 -1.267 1.449
H 4.028 -2.659 2.435
H 4.087 -2.769 0.636
C 2.055 -0.713 3.086
H 1.000 -0.516 3.333
H 2.487 -1.384 3.850
H 2.588 0.248 3.112
C 2.764 1.054 -3.609
H 2.454 1.722 -4.428
H 3.678 1.422 -3.144
H 2.891 0.033 -3.992
C -0.006 0.594 -3.459
H -0.962 0.806 -2.966
H 0.071 1.227 -4.364
H 0.055 -0.457 -3.769
C 1.047 2.891 -2.230
H 1.805 3.365 -1.596
H 1.069 3.318 -3.247
H 0.048 3.009 -1.785
C -1.287 -1.481 -0.674
O -1.480 -2.449 -1.321
H 1.734 0.682 -1.190
S -1.186 -0.193 0.265
C -3.014 0.255 0.891
C -4.113 -0.150 0.145
C -5.415 0.160 0.586
C -5.600 0.865 1.780
C -4.490 1.269 2.520
C -3.195 0.974 2.072
H -3.964 -0.701 -0.789
H -6.277 -0.163 -0.006
H -6.609 1.086 2.134
H -4.620 1.808 3.450
H -2.321 1.297 2.628
*
```

Output
orbital gap (spin up / spin down): 0.157 / 0.157 Ha
ΔE to the lowest compared entry with this formula, charge and spin: 0.000 eV
LUMO level (spin up / spin down): -0.12991 / -0.12980 Ha

3.
This record from the OMol25 dataset describes a molecular structure, C24H18CrF6N3O4S3. The level of theory is ωB97M-V/def2-TZVPD.

Geometry as ORCA input:
```
! RIJCOSX wB97M-V def2-TZVPD def2/J DEFGRID3
* xyz -1 5
Cr 0.422 -0.405 0.900
C -1.480 1.831 -0.279
C -2.144 0.488 -0.247
C -3.502 0.351 -0.441
C -4.077 -0.909 -0.580
C -3.250 -2.047 -0.490
C -3.713 -3.354 -0.706
C -2.839 -4.425 -0.643
C -1.511 -4.235 -0.307
C -1.023 -2.951 -0.067
S 0.648 -2.710 0.397
C -1.876 -1.842 -0.191
N -1.333 -0.589 -0.098
H -2.202 2.590 -0.568
H -0.673 1.820 -1.011
H -1.063 2.085 0.694
H -4.113 1.238 -0.531
H -5.126 -1.021 -0.810
H -4.759 -3.506 -0.931
H -3.197 -5.423 -0.846
H -0.836 -5.072 -0.217
F -4.082 1.175 2.965
C -2.912 1.431 3.548
F -2.293 2.360 2.824
F -3.168 1.970 4.744
S -1.854 -0.112 3.811
O -1.436 -0.563 2.513
O -2.693 -0.943 4.599
N -0.624 0.519 4.579
S 0.591 0.545 3.578
O 1.192 -0.722 3.307
O 0.422 1.432 2.460
C 1.836 1.396 4.712
F 1.414 2.605 5.085
F 3.027 1.556 4.130
F 2.032 0.674 5.815
N -0.096 -0.150 -2.540
C 1.030 -0.034 -3.308
C 0.938 -0.249 -4.688
C 2.026 -0.090 -5.517
C 3.259 0.208 -4.964
C 3.354 0.430 -3.603
C 2.248 0.396 -2.749
C 2.488 0.868 -1.360
C 3.407 1.931 -1.301
C 4.008 2.334 -0.129
C 3.763 1.607 1.024
C 2.790 0.626 0.993
C 2.032 0.303 -0.143
H 0.080 -0.304 -1.553
H -0.821 -0.744 -2.910
H -0.022 -0.536 -5.096
H 1.924 -0.208 -6.587
H 4.142 0.279 -5.583
H 4.323 0.635 -3.177
H 3.654 2.456 -2.213
H 4.694 3.171 -0.125
H 4.317 1.802 1.932
H 2.657 0.036 1.898
*
```

Output
<S²>: 6.05
orbital gap (spin up / spin down): 0.222 / 0.244 Ha
ΔE to the lowest compared entry with this formula, charge and spin: 1.917 eV
LUMO level (spin up / spin down): 0.08060 / 0.07765 Ha

4.
This record from the OMol25 dataset describes a molecular structure, C9H11NO2. The level of theory is ωB97M-V/def2-TZVPD.

Geometry as ORCA input:
```
! RIJCOSX wB97M-V def2-TZVPD def2/J DEFGRID3
* xyz 0 1
C 0.712 -1.924 1.494
C 0.546 -1.596 -0.044
C 1.846 -0.855 -0.541
C 0.982 0.224 -0.800
C 0.942 1.596 -1.243
C -0.162 2.082 -1.093
C -1.495 1.456 -0.838
C -1.476 0.227 -0.299
C -0.162 -0.293 -0.142
H -0.266 -3.480 2.655
H -1.073 -1.552 2.793
H 1.048 -0.914 1.741
H 1.441 -2.518 1.857
H 0.013 -2.503 -0.399
H 2.445 -1.230 -1.492
H 2.681 -0.507 0.100
H 1.581 2.292 -1.784
H -0.688 4.236 -0.821
H -3.573 2.067 -0.857
H -2.321 -0.156 0.165
N -0.518 -2.414 2.055
O 0.030 3.517 -1.202
O -2.536 2.242 -1.305
*
```

Output
orbital gap: 0.294 Ha
ΔE to the lowest compared entry with this formula, charge and spin: 8.418 eV
LUMO level: 0.01354 Ha

Here are the calculated calculated total energy numbers, same order: -3155.71785; -1839.15030; -4228.90504; -554.50196 (hartree).
Here are the calculated M numbers, same order: 330.2; 496.7; 674.6; 165.2 (g mol⁻¹).
Here are the calculated max |F| numbers, same order: 2.7; 3.6; 3.2; 13.2 (eV Å⁻¹).